[1]
75
Properties=species:S:1:pos:R:3:lowdin_charge:R:1 method="wB97M-V/def2-TZVPD" homo_lumo_gap_ha="0.30829 / 0.18156" s2=6.039 charge=+4 e_above_lowest_kcal_mol=31.1 spin_multiplicity=5 molar_mass_g_mol=778.69 energy_ev=-187508.493 lumo_ha="-0.3988 / -0.5295"
Os -0.17168 0.72149 -0.07774 0.698
P -0.19789 -0.57732 1.88648 0.663
P 2.11128 1.18385 0.10898 0.664
P -1.52181 -0.82923 -1.13707 0.665
H 0.79093 2.52504 -2.27435 0.058
C -0.25280 2.68993 -2.00966 0.010
C -1.07239 1.78656 -1.42058 -0.527
H 0.80611 -0.30118 -0.90336 -0.025
C 0.59981 -2.21011 2.08925 -0.205
C 0.51708 0.42458 3.23469 -0.227
C -1.90284 -0.90981 2.46608 -0.211
C 3.08172 1.38479 -1.42956 -0.207
C 2.45478 2.77707 0.96497 -0.237
C 3.27234 0.08201 1.02661 -0.204
C -1.41407 -0.69936 -2.95177 -0.203
C -3.31789 -0.58918 -0.85472 -0.196
C -1.31148 -2.61916 -0.84759 -0.216
H -0.72793 3.63458 -2.30284 0.121
H -2.15206 1.80027 -1.62534 0.064
H 0.39419 -2.58874 3.09982 0.087
H 1.68370 -2.15553 1.95635 0.038
H 0.21762 -2.93788 1.36897 0.032
H 0.45204 -0.12568 4.18119 0.089
H -0.04655 1.35708 3.32494 -0.001
H 1.56500 0.67557 3.04828 0.035
H -1.87843 -1.34963 3.47143 0.084
H -2.41565 -1.61131 1.80139 0.037
H -2.48120 0.01952 2.50966 0.032
H 3.93726 2.04780 -1.23300 0.090
H 2.47672 1.81131 -2.23425 0.033
H 3.44662 0.39814 -1.74409 0.045
H 3.52552 2.82353 1.20672 0.076
H 1.87164 2.86898 1.88832 0.022
H 2.19365 3.60857 0.30266 0.063
H 4.14070 0.67657 1.34733 0.088
H 3.61920 -0.72412 0.36878 0.018
H 2.81064 -0.36504 1.91103 0.018
H -2.15760 -1.37069 -3.40001 0.083
H -0.40740 -0.98964 -3.27784 0.051
H -1.61089 0.33365 -3.26916 0.057
H -3.85473 -1.29058 -1.50690 0.086
H -3.62293 0.42992 -1.11259 0.046
H -3.59523 -0.79113 0.18643 0.039
H -2.01147 -3.13501 -1.51329 0.081
H -1.54493 -2.88306 0.18714 0.040
H -0.28403 -2.91765 -1.08972 0.004
C 2.67562 -3.55530 -3.14200 -0.501
C 2.48268 -2.48289 -4.03860 -0.082
C 2.55845 -2.69945 -5.42094 0.011
C 2.76167 -3.98339 -5.92598 0.061
C 2.92619 -5.05589 -5.04771 0.026
C 2.86679 -4.85265 -3.66475 -0.033
Se 2.62553 -3.26506 -1.23711 1.024
H 3.69552 -2.25984 -1.17278 -0.105
H 2.30843 -1.48205 -3.63647 0.098
H 2.44320 -1.85761 -6.10207 0.139
H 2.81282 -4.15051 -7.00173 0.155
H 3.09371 -6.06147 -5.43026 0.148
H 2.98449 -5.68451 -2.96761 0.132
C -0.57176 3.75997 4.08917 -0.003
N -1.84441 3.15588 3.71927 -0.115
C -2.86394 2.81115 4.59270 0.034
C -3.88974 2.34727 3.83870 0.025
N -3.47570 2.38062 2.51308 -0.116
C -4.31836 2.09113 1.36532 0.003
C -2.18955 2.83801 2.43943 -0.614
Se -1.11314 3.14787 0.96180 0.955
H -0.23203 4.40250 3.26729 0.080
H 0.18896 2.99138 4.28180 0.089
H -0.71979 4.35261 5.00026 0.128
H -2.75738 2.94551 5.65982 0.157
H -4.87940 2.00903 4.11114 0.157
H -4.68096 1.05588 1.41572 0.104
H -5.17700 2.77509 1.35411 0.130
H -3.72559 2.23695 0.45630 0.053

[2]
74
Properties=species:S:1:pos:R:3:lowdin_charge:R:1 method="wB97M-V/def2-TZVPD" homo_lumo_gap_ha="0.25035 / 0.22027" charge=+3 e_above_lowest_kcal_mol=55.7 spin_multiplicity=1 molar_mass_g_mol=507.56 energy_ev=-85900.153 lumo_ha="-0.4122 / -0.4116"
Sc 0.15952 -0.02288 -0.07497 0.559
P -1.33175 -1.70550 1.41904 0.735
P 2.55753 -0.57703 0.96702 0.767
P 0.72695 -2.39882 -1.33462 0.757
H -1.59857 0.89931 -3.94294 0.162
C -2.06022 0.49371 -3.02642 -0.265
C -3.56049 0.66964 -3.10777 -0.134
H -3.80398 1.73344 -3.25420 0.106
C -2.53289 -0.86872 2.52708 -0.249
C -0.46070 -2.80479 2.61151 -0.232
C -2.45947 -2.88672 0.57382 -0.246
C 3.87333 0.18785 -0.06125 -0.236
C 2.97099 0.17926 2.58497 -0.247
C 3.29023 -2.23866 1.27015 -0.239
C -0.51736 -2.82383 -2.61246 -0.233
C 0.96569 -4.06395 -0.60704 -0.223
C 2.21886 -2.24385 -2.39434 -0.235
H -1.81567 -0.57189 -2.97280 0.086
H -3.93979 0.15816 -3.99575 0.115
H -2.80007 0.09828 2.07921 0.013
H -2.10392 -0.70209 3.52312 0.046
H -3.44103 -1.48095 2.60848 0.068
H 0.25964 -2.21792 3.19818 0.036
H 0.08596 -3.59223 2.07725 0.035
H -1.19263 -3.26114 3.29343 0.081
H -2.89325 -2.39092 -0.30523 0.026
H -3.26749 -3.14605 1.27302 0.070
H -1.93299 -3.79803 0.26228 0.041
H 4.83721 0.11598 0.46286 0.077
H 3.62622 1.24634 -0.22245 0.051
H 3.94307 -0.30895 -1.03755 0.038
H 4.04451 0.05281 2.78141 0.074
H 2.39904 -0.29741 3.39086 0.047
H 2.72883 1.24783 2.57364 0.052
H 4.21022 -2.12110 1.86022 0.077
H 3.53415 -2.75210 0.33238 0.039
H 2.58439 -2.85329 1.84455 0.042
H -0.13421 -3.66152 -3.21090 0.077
H -0.69362 -1.97422 -3.28050 0.033
H -1.46715 -3.11095 -2.14408 0.051
H 1.20648 -4.76297 -1.41965 0.082
H 0.05255 -4.40782 -0.10832 0.036
H 1.78519 -4.06517 0.11859 0.031
H 2.16194 -3.00113 -3.18811 0.074
H 3.14074 -2.39081 -1.81867 0.042
H 2.25347 -1.24889 -2.85899 0.048
C -1.58490 1.29413 -1.82699 -0.743
C -0.07377 1.04935 -1.92338 -0.265
C 0.74890 2.05486 -2.50432 -0.024
C 0.26545 3.34015 -2.71117 0.003
C -1.04500 3.68688 -2.29767 -0.031
C -1.91407 2.75660 -1.82792 -0.066
S -2.83777 0.63234 -0.67645 0.959
H -4.20715 0.35880 -2.24526 0.051
H 0.20049 -0.01830 -2.19834 0.069
H 1.78638 1.79711 -2.77473 0.146
H 0.89907 4.09816 -3.17917 0.145
H -1.35474 4.73491 -2.36046 0.144
H -2.90237 3.01969 -1.44524 0.121
C -0.49549 5.11004 0.82164 0.015
C -0.32669 3.78534 1.42815 -0.245
C -0.52000 3.27886 2.70950 0.074
C -0.18028 1.93380 2.67685 -0.290
N 0.14739 1.58820 1.39571 -0.059
N 0.11801 2.74955 0.70053 0.038
C -0.08360 1.01325 3.83134 -0.021
H -0.67830 5.84388 1.61395 0.112
H 0.39759 5.42133 0.26210 0.109
H -1.34795 5.12910 0.12762 0.089
H -0.85977 3.84465 3.57062 0.148
H 0.41307 2.82705 -0.26430 0.117
H -0.99851 1.07323 4.44046 0.109
H 0.06291 -0.02872 3.52024 0.042
H 0.76163 1.29544 4.48257 0.115

[3]
80
Properties=species:S:1:pos:R:3:lowdin_charge:R:1 method="wB97M-V/def2-TZVPD" homo_lumo_gap_ha=0.33257 charge=0 spin_multiplicity=1 molar_mass_g_mol=555.83 energy_ev=-73729.953 lumo_ha=-0.0014
C -5.77061 -4.19665 -5.16586 -0.081
C -5.13504 -3.98891 -6.50600 -0.249
N -4.56428 -3.85052 -7.53360 0.107
H -6.23508 -5.18042 -5.23345 0.073
H -6.67170 -3.61265 -4.97849 0.073
H -5.13817 -4.12897 -4.28068 0.077
C -0.12926 -8.98368 0.22450 -0.068
C 0.21971 -9.69800 1.44173 -0.307
N 0.56460 -10.25141 2.39866 0.118
H -0.02158 -9.69677 -0.59282 0.088
H 0.59903 -8.17290 0.20633 0.084
H -1.11126 -8.56015 0.43526 0.084
C 1.49934 -5.71270 -4.75006 -0.064
C 0.37374 -6.66347 -4.66398 -0.293
N -0.48091 -7.44677 -4.65064 0.113
H 2.08393 -6.27801 -5.47585 0.082
H 2.06492 -5.52932 -3.83650 0.082
H 1.05401 -4.80148 -5.14940 0.082
C -0.55471 -0.99821 5.78145 -0.058
C -1.60354 -2.09502 5.90651 -0.271
N -2.39923 -2.88444 5.94495 0.116
H -0.83448 -0.27508 5.01534 0.072
H 0.37933 -1.49173 5.51294 0.071
H -0.37036 -0.46590 6.71460 0.071
C 6.59467 -3.28796 2.05558 -0.087
C 7.51433 -4.15529 2.76502 -0.277
N 8.14859 -4.96449 3.33415 0.120
H 5.69357 -3.01755 2.60603 0.085
H 6.40176 -3.65089 1.04604 0.084
H 7.11874 -2.35760 1.83670 0.075
C -2.88563 9.59088 0.63164 -0.269
S -3.40456 7.89023 0.16863 0.835
O -4.10165 8.14805 -1.17182 -0.585
C -1.76521 7.23869 -0.17787 -0.281
H -2.22631 10.05688 -0.10063 0.056
H -2.52563 9.61294 1.66025 0.046
H -3.75289 10.23775 0.49927 0.047
H -1.15901 7.67163 0.61787 0.043
H -1.38591 7.66680 -1.10576 0.058
H -1.76792 6.15541 -0.29864 0.051
C -5.68258 1.36644 4.66209 -0.247
S -5.16100 2.93563 3.81891 0.802
O -3.69253 2.88301 3.47218 -0.593
C -5.39606 4.18745 5.23878 -0.224
H -5.60598 0.60527 3.88566 0.046
H -6.72050 1.42133 4.99045 0.048
H -5.01952 1.31348 5.52560 0.046
H -6.48015 4.15736 5.34804 0.036
H -5.04055 5.17417 4.94201 0.044
H -4.84404 3.80293 6.09641 0.042
C 8.19388 2.86891 2.74363 -0.273
S 7.75876 4.02509 1.37810 0.869
O 8.24167 3.27603 0.08571 -0.597
C 5.90835 3.79999 1.61093 -0.273
H 7.51627 2.01777 2.67647 0.043
H 7.97897 3.36857 3.68823 0.043
H 9.22244 2.51580 2.81753 0.056
H 5.28948 4.50150 1.05146 0.041
H 5.60798 4.05843 2.62636 0.039
H 5.44304 2.81495 1.57498 0.052
C 0.13478 -0.83983 -0.00729 -0.036
C -0.09661 -2.30124 0.02229 -0.460
O 0.73602 -3.06456 0.50614 0.041
C -1.56421 -2.78500 -0.14813 -0.019
H -0.79289 -0.27565 -0.10327 0.073
H 0.77407 -0.48213 -0.81443 0.087
H 0.50107 -0.40728 0.92375 0.087
H -1.74110 -3.47402 0.67774 0.081
H -1.64639 -3.36401 -1.06795 0.075
H -2.37373 -2.06161 -0.24556 0.071
C 0.20771 1.58000 -7.10887 -0.029
C -0.01039 1.67083 -5.66938 -0.515
O -0.79687 0.93749 -5.08540 0.047
C 0.83735 2.60851 -4.82946 -0.026
H -0.47297 2.29004 -7.57857 0.099
H -0.08044 0.63471 -7.56875 0.093
H 1.26130 1.80355 -7.27641 0.086
H 0.48300 2.72127 -3.80485 0.082
H 0.94615 3.59890 -5.27148 0.079
H 1.86088 2.24358 -4.91505 0.084